(1)
A single C6H7N molecule, computed with ωB97M-V/def2-TZVPD.

```
! wB97M-V def2-TZVPD RIJCOSX def2/J DEFGRID3
* xyz 0 1
N -0.1444 -1.8263 -0.0188
C 0.3142 -1.2326 1.0084
C -0.7192 0.9746 0.5698
C 0.8350 0.2760 -0.7351
C -0.7105 0.5127 -0.8718
C 0.6329 0.2335 0.7960
C -0.0793 -0.8442 -1.0717
H -0.0897 -1.1816 -2.1044
H 1.3342 0.7026 1.4860
H -1.5681 0.7633 1.2284
H -0.5277 2.0546 0.5537
H 1.7955 0.4785 -1.2128
H 0.3976 -1.7540 1.9566
H -1.4705 0.8429 -1.5841
*
```

Output
SMILES: C1=N[C@H]2[C@H]3C[C@@H]1[C@H]32

=====

(2)
A 10-piece molecular cluster, C46H50N10 overall in a non-equilibrium geometry, computed with ωB97M-V/def2-TZVPD.

```
! wB97M-V def2-TZVPD RIJCOSX def2/J DEFGRID3
* xyz 0 1
N 1.1265 -2.7926 16.1168
N 4.0788 -0.3409 17.8904
N 4.2112 -3.2299 18.7440
N 0.6240 -8.5371 18.8311
N 4.0789 0.0899 13.7824
N 5.3369 -6.2532 11.9541
N -0.1141 -4.1119 21.7307
N -0.0601 -8.2869 15.0584
N -1.2236 -4.2044 12.3421
N 1.1278 0.1828 15.9493
C 1.7945 -5.5026 22.1435
C 5.3876 1.6500 17.7549
C 1.3440 1.4813 16.2940
C -0.3797 -11.0058 15.6213
C 3.1800 -7.3100 12.0570
C -0.2685 -5.0504 12.0064
C 3.9989 -1.1804 14.2695
C -0.8602 -4.9805 22.4104
C 0.7856 -10.5186 15.0551
C 4.7030 2.1851 18.8255
C 0.8316 -9.8859 18.7174
C 4.2177 -5.1283 17.6358
C 1.9656 -10.2148 19.4051
C 3.6750 1.4546 19.4171
C 1.6204 -7.9986 19.5982
C 0.6827 -3.7223 15.2726
C 0.9173 -9.1555 14.8334
C 1.1295 -3.0980 17.4119
C 5.0365 0.3738 17.3161
C 4.4203 -7.0848 11.4677
C 4.9833 -5.5448 13.0233
C 3.3981 0.2052 18.8926
C 0.6719 -4.2925 17.9258
C 1.0206 -6.3710 22.9044
C 6.1528 -0.6735 13.8413
C 0.6311 1.3974 14.1635
C 4.1273 -3.7704 17.4958
C 5.3785 0.4233 13.5429
C -1.1885 -8.7477 15.5886
C 1.1761 -4.4021 21.5785
C 3.7776 -5.7030 13.6917
C 2.8387 -6.5894 13.1878
C -2.6074 -5.1299 10.6278
C -0.3324 -6.1225 23.0002
C 0.1241 -5.1965 17.0330
C 4.3595 -4.2140 19.6745
C 0.1518 -4.9371 15.6728
C 4.4113 -5.4078 19.0158
C 5.2722 -1.6899 14.2900
C 0.6944 0.1267 14.6562
C -2.3575 -4.2238 11.6480
C -1.3878 -10.0854 15.8936
C -0.4769 -6.0538 11.0544
C 1.1001 2.2635 15.1964
C -1.6508 -6.0868 10.3383
C 2.4692 -9.0010 19.9777
H 1.4577 -7.2802 23.2957
H -2.3494 -10.4412 16.2438
H 7.2285 -0.6807 13.7760
H 2.8531 -5.6697 21.9955
H 1.8987 -6.7459 13.7048
H 2.5433 -0.3249 19.3090
H 0.6600 -5.0791 12.5644
H 1.7336 -3.6822 20.9864
H -2.0012 -8.0398 15.7195
H 3.1074 1.8667 20.2392
H -0.1759 -8.0476 18.4751
H 0.7186 -3.4752 14.2151
H 4.5770 -6.4036 19.3936
H -1.8652 -6.7838 9.5381
H 0.3382 1.7055 13.1734
H 4.2388 -5.8324 16.8182
H -3.5870 -5.0779 10.1702
H 1.2178 3.3343 15.1731
H 5.6385 1.4000 13.1730
H 6.1629 2.2086 17.2495
H 1.6025 -11.2037 14.8648
H 2.5057 -7.9857 11.5452
H 1.5322 -2.3438 18.0837
H 4.0507 -3.1140 16.6451
H 1.8339 -8.7451 14.4278
H 4.9807 3.1631 19.2007
H 3.1006 -1.6689 14.6102
H 0.5018 -0.8489 14.2419
H -0.9882 -6.8112 23.5187
H 4.1710 -2.2496 18.9644
H 5.5674 -0.1038 16.4987
H -1.9221 -4.7641 22.4302
H 2.3718 -11.2120 19.4265
H 3.2655 0.6192 13.5090
H 4.7248 -7.6513 10.5931
H 5.6686 -4.7647 13.3313
H 3.3371 -8.8856 20.6050
H 0.3021 -6.7994 10.9469
H -3.0763 -3.4599 11.9221
H 1.6669 -6.9375 19.7783
H 1.3074 -0.6635 16.4682
H 4.3800 -4.0648 20.7414
H 1.7281 1.7961 17.2501
H -0.4996 -12.0358 15.9276
H 0.2000 -10.4873 18.0923
H 0.7280 -4.5411 18.9757
H 5.5809 -2.6409 14.6935
H -0.2450 -6.1642 17.3504
H 3.5719 -5.0477 14.5306
H -0.1377 -5.7354 15.0038
*
```

Output
SMILES: c1cc[nH]c1.c1cc[nH]c1.c1cc[nH]c1.c1cc[nH]c1.c1ccncc1.c1ccncc1.c1ccncc1.c1ccncc1.c1ccncc1.c1ccncc1

=====

(3)
An isolated ion of composition C5H10NOS and charge +1 in a non-equilibrium geometry, computed with ωB97M-V/def2-TZVPD.

```
! wB97M-V def2-TZVPD RIJCOSX def2/J DEFGRID3
* xyz 1 1
S 1.4043 -0.9032 1.5639
O -0.6292 -2.4813 0.7462
N 0.9498 1.0435 -0.2940
C -1.6259 -2.9301 -0.0965
C 0.2686 0.1084 -1.1654
C 0.1001 -1.4302 0.5111
C 2.0494 0.3190 0.3779
C 0.1007 1.8794 0.7118
H -0.0315 1.3632 1.7643
H 2.3480 -0.3993 -0.3751
H -0.9540 1.9877 0.3445
H -2.6549 -3.1343 0.1592
H -1.2123 -3.8955 -0.4198
H 2.8732 0.9844 0.6284
H 0.5999 2.9322 0.7950
H -1.6649 -2.4370 -1.0685
H -0.8042 0.3248 -1.1535
H 1.4166 1.7634 -0.8786
*
```

=====

(4)
A 7-piece molecular cluster, C30H50N2O5 overall in a non-equilibrium geometry, computed with ωB97M-V/def2-TZVPD.

```
! wB97M-V def2-TZVPD RIJCOSX def2/J DEFGRID3
* xyz 0 1
O 1.4955 -3.7371 0.8419
O -2.2979 -0.6126 -5.4668
O -2.6598 -1.6216 1.1904
O 1.4615 3.4672 2.4547
O -2.8114 2.2485 4.2283
N 2.5017 0.8061 -0.3537
N -2.2089 3.0878 -4.6019
C -1.0423 -2.3468 -6.4001
C -2.7222 1.3569 5.3396
C -1.7242 -1.6865 3.3312
C 2.8487 3.5713 2.6828
C -2.8393 2.2501 -3.7715
C 3.5085 3.7690 1.3159
C 1.0883 4.2695 1.3302
C 1.5825 0.7821 0.6221
C 3.3288 -3.6070 -0.6104
C -0.2409 2.8977 -3.2380
C 1.6675 -5.0447 0.3247
C -1.3089 -2.9750 2.6118
C -1.9983 -2.8820 1.2331
C -2.9102 -1.2259 2.5212
C -0.9676 2.2116 -2.2778
C -0.4981 2.1062 4.7964
C 2.3487 4.2993 0.4478
C -0.1794 -1.5750 -5.3999
C 1.0837 -0.6724 -1.6585
C -0.9205 3.3406 -4.3770
C 0.1233 -0.6081 -0.6606
C -2.2618 1.8399 -2.5818
C -2.4749 -1.8620 -6.0971
C -1.4938 2.4037 3.6795
C 3.0711 -5.0805 -0.2965
C -1.1257 -0.6351 -4.6457
C 2.2711 0.0172 -1.4119
C 2.6690 -2.9472 0.6005
C -1.3575 1.6038 5.9466
C 0.3667 0.1205 0.4829
H 3.0253 4.4823 3.2785
H -1.4021 3.3830 3.2191
H -1.9260 -1.7839 4.3956
H -2.6512 -3.7454 1.0694
H 4.3373 4.4709 1.3694
H -0.4531 1.8142 -1.4151
H 4.3938 -3.3769 -0.6211
H 3.7833 -5.4144 0.4612
H -0.3275 0.1131 1.3128
H 0.5486 -0.9323 -5.8955
H -2.8515 1.2614 -1.8796
H 3.0454 0.0914 -2.1674
H 3.3207 -3.0976 1.4703
H 3.2044 -5.6734 -1.1997
H 0.8298 3.0500 -3.1983
H 0.3197 1.4377 4.5286
H -1.3829 1.6479 2.8901
H -3.5547 1.5839 6.0067
H -0.7284 -2.1894 -7.4274
H -3.0817 -1.8081 -6.9998
H 2.2016 3.6056 -0.3829
H -0.2329 -3.0902 2.4881
H -1.4183 2.3994 6.6939
H -0.8942 -0.9835 3.2072
H -1.3890 -0.9572 -3.6293
H -0.9543 -3.4056 -6.1470
H 0.9391 -1.1889 -2.5951
H -0.0124 3.0397 5.0872
H -3.8619 -1.6502 2.8752
H -2.8783 0.3188 5.0217
H 0.2977 -2.2661 -4.7040
H -3.0233 -2.5264 -5.4179
H 0.9497 -5.2660 -0.4726
H -0.9545 0.7579 6.5063
H -0.3595 3.8694 -5.1373
H 1.5597 -5.7994 1.1037
H -3.8389 1.9495 -4.0520
H 0.9007 5.2654 1.7551
H -0.8274 0.4097 -4.5772
H 2.4148 -1.9053 0.4393
H -0.8147 -1.1386 -0.7718
H -1.6407 -3.8549 3.1691
H 3.1656 2.7489 3.3237
H -1.2298 -2.9343 0.4592
H 3.8511 2.8404 0.8599
H 2.5594 5.2765 0.0148
H 1.7425 1.3778 1.5115
H 0.1994 3.8417 0.8748
H -3.0732 -0.1509 2.6517
H 2.7995 -3.2273 -1.4855
*
```

Output
SMILES: c1ccncc1.c1ccncc1.C1CCOC1.C1CCOC1.C1CCOC1.C1CCOC1.C1CCOC1

=====

In order of appearance, relative energy (zero: lowest compared OMol25 entry of this formula, charge and spin) = 61.7; 0.0; 148.6; 0.0 kcal/mol.